Computed, not measured: C5H8O2 in the gas phase in a non-equilibrium geometry, with wB97M-V/def2-TZVPD.

Strongest force on any atom (eV/A): 3.36
Orbital gap (eV): 10.4621
Relative energy (zero: lowest compared OMol25 entry of this formula, charge and spin) (kJ/mol): 181.2

Geometry as ORCA input:
```
! wB97M-V def2-TZVPD RIJCOSX def2/J DEFGRID3
* xyz 0 1
C -1.96 -0.83 1.73
C -0.01 0.36 1.20
C 0.06 0.22 -0.25
C -0.93 0.11 -1.16
C 1.52 0.19 -0.81
O -2.67 0.04 1.35
O -0.62 -0.86 1.79
H 1.12 0.35 1.60
H -0.62 1.37 1.48
H -0.55 0.08 -2.21
H -1.95 0.16 -0.97
H -2.27 -1.73 2.24
H 2.23 0.75 -0.31
H 1.49 0.54 -1.83
H 1.76 -0.86 -0.69
*
```